Version 1
ORCA calculation (ωB97M-V with the def2-TZVPD basis set) on the molecule C6H12OS.

Output
E_LUMO (eV): 0.789
SMILES string: CS[C@]1(O)CC1(C)C
Charge: 0

Each line ends with the natural charge from an NBO analysis.
CARTESIAN COORDINATES (ANGSTROEM)
C  -0.343  0.952  1.449  -0.45
C  -0.874  0.073  0.366  -0.06
C  0.500  0.804  0.260  0.13
C  -2.100  0.480  -0.451  -0.62
C  -0.678  -1.367  0.337  -0.61
C  2.368  -1.026  -0.976  -0.77
O  0.662  1.891  -0.586  -0.70
S  2.071  -0.130  0.550  0.18
H  -0.701  1.967  1.667  0.22
H  -0.006  0.576  2.352  0.22
H  -3.136  0.211  -0.185  0.23
H  -1.929  0.432  -1.601  0.22
H  -1.991  1.518  -0.387  0.22
H  -1.700  -1.794  0.562  0.20
H  -0.194  -1.756  1.173  0.22
H  -0.276  -1.720  -0.638  0.22
H  3.439  -1.242  -1.050  0.23
H  2.120  -0.428  -1.869  0.23
H  1.780  -2.030  -0.872  0.22
H  0.989  2.590  -0.101  0.47


Version 2
ORCA calculation (ωB97M-V with the def2-TZVPD basis set) on the molecule C6H12OS.

Output
E_LUMO (eV): 0.446
SMILES string: CCC=S(=O)=CCC
Charge: 0

Each line ends with the natural charge from an NBO analysis.
CARTESIAN COORDINATES (ANGSTROEM)
C  -0.610  1.588  -0.527  -0.37
C  -0.154  -0.556  -0.909  -0.39
C  1.313  1.994  1.057  -0.59
C  -0.876  -2.898  -0.674  -0.59
C  0.635  2.342  -0.270  -0.47
C  -1.052  -1.462  -0.162  -0.48
O  -2.257  0.359  -2.196  -0.97
S  -0.833  0.650  -2.057  1.29
H  -1.384  1.495  0.214  0.22
H  0.916  -0.610  -0.840  0.21
H  0.637  2.172  1.889  0.21
H  2.202  2.604  1.198  0.21
H  1.605  0.946  1.072  0.20
H  -1.584  -3.556  -0.177  0.21
H  0.132  -3.257  -0.480  0.20
H  -1.059  -2.936  -1.745  0.21
H  1.331  2.186  -1.097  0.21
H  0.380  3.409  -0.256  0.22
H  -0.862  -1.439  0.916  0.21
H  -2.082  -1.147  -0.348  0.24


Going by the energies, version 1 is most stable and the next is 0.993 eV up.


Version 1
ORCA calculation (ωB97M-V with the def2-TZVPD basis set) on the molecule C4H3I.

Output
E_LUMO (alpha / beta) (eV): -1.402 / -1.494
Charge: 0

Each line ends with the natural charge from an NBO analysis.
CARTESIAN COORDINATES (ANGSTROEM)
C  0.283  1.000  0.772  -0.46
C  0.004  0.208  -0.306  0.20
C  -0.261  0.643  1.993  -0.06
C  0.036  -0.787  -1.123  -0.50
I  -0.250  -0.923  -3.189  0.19
H  0.867  1.950  0.701  0.23
H  -0.987  -0.266  1.898  0.14
H  0.307  -1.825  -0.745  0.27


Version 2
ORCA calculation (ωB97M-V with the def2-TZVPD basis set) on a structure of composition C4H3I.

Output
E_LUMO (eV): -0.594
Charge: 0

Each line ends with the natural charge from an NBO analysis.
CARTESIAN COORDINATES (ANGSTROEM)
C  1.005  0.498  0.733  -0.13
C  -0.591  -0.411  0.065  -0.03
C  -0.097  0.988  -0.109  -0.60
C  -1.013  -1.531  -0.023  -0.12
I  2.800  0.014  -0.223  0.14
H  -0.654  1.588  0.511  0.26
H  0.177  1.179  -1.207  0.24
H  -1.627  -2.326  0.253  0.24


Going by the energies, version 2 is most stable and the next is 0.062 eV up.


Version 1
ORCA calculation (ωB97M-V with the def2-TZVPD basis set) on a structure of composition C29H32NNiO4S.

Output
E_LUMO (alpha / beta) (eV): 2.368 / 1.569
Spin multiplicity: 3
<S²>: 2.02
Charge: -1

Each line ends with the Löwdin spin population.
CARTESIAN COORDINATES (ANGSTROEM)
C  1.886  -0.343  0.412  0.00
C  2.345  -1.055  -0.694  0.02
C  2.192  -0.191  -1.901  0.02
H  2.807  -2.046  -0.704  0.00
C  1.789  1.122  -1.326  0.01
C  1.548  0.994  0.024  0.01
H  1.659  2.009  -1.919  0.00
C  -0.893  -2.193  1.670  0.35
C  -0.241  -3.342  1.110  0.04
C  -0.202  -3.150  -0.310  0.25
H  0.166  -4.205  1.639  0.00
C  -0.855  -1.916  -0.618  0.19
C  -1.238  -1.287  0.598  0.04
H  2.986  -0.162  -2.647  0.01
H  1.204  1.783  0.692  0.00
H  1.880  -0.689  1.439  0.00
H  -1.797  -0.357  0.662  0.00
H  0.213  -3.849  -1.038  0.01
H  -1.159  -2.065  2.705  0.01
Ni  0.586  -0.987  -2.878  0.96
C  -1.434  -1.533  -1.953  0.01
C  -2.957  -1.723  -1.882  0.01
C  -0.912  -2.516  -3.012  0.01
H  -3.192  -2.745  -1.555  0.00
H  -3.393  -1.572  -2.867  0.00
H  -3.402  -1.027  -1.163  0.00
H  -1.146  -3.533  -2.682  0.00
H  0.226  -2.536  -3.192  0.00
H  -1.436  -2.372  -3.945  0.00
C  -1.195  -0.030  -2.238  0.01
C  -1.338  0.343  -3.724  0.00
H  -0.138  0.363  -1.977  0.00
H  -1.802  0.584  -1.592  0.00
O  -1.099  -0.542  -4.587  0.02
N  -1.376  1.700  -4.084  0.00
C  -0.123  2.466  -3.937  0.00
H  -1.793  1.840  -4.998  0.00
C  1.137  1.817  -4.470  0.00
C  2.359  2.440  -4.187  0.00
H  2.347  3.407  -3.679  0.00
C  3.581  1.826  -4.451  0.00
H  4.518  2.306  -4.140  0.00
C  3.621  0.574  -5.097  0.00
H  4.584  0.076  -5.288  0.00
C  2.416  -0.003  -5.511  0.00
H  2.416  -0.983  -6.006  0.00
C  1.200  0.651  -5.246  0.00
H  0.307  0.155  -5.601  0.00
H  0.017  2.696  -2.874  0.00
H  -0.284  3.403  -4.478  0.00
C  -2.002  1.110  9.045  0.00
C  -1.410  1.030  7.667  0.00
C  -1.104  -0.222  7.122  0.00
C  -0.604  -0.331  5.825  0.00
C  -0.416  0.832  5.070  0.00
C  -0.663  2.098  5.616  0.00
C  -1.168  2.189  6.916  0.00
S  0.113  0.668  3.357  0.00
O  0.940  1.860  3.151  0.00
O  0.824  -0.608  3.381  0.02
O  -1.152  0.657  2.624  0.00
H  -2.954  0.562  9.099  0.00
H  -1.331  0.663  9.791  0.00
H  -2.190  2.152  9.326  0.00
H  -1.268  -1.122  7.713  0.00
H  -0.356  -1.295  5.406  0.00
H  -0.461  2.988  5.038  0.00
H  -1.385  3.163  7.353  0.00


Version 2
ORCA calculation (ωB97M-V with the def2-TZVPD basis set) on a structure of composition C29H32NNiO4S.

Output
E_LUMO (alpha / beta) (eV): 2.372 / 1.429
Spin multiplicity: 3
<S²>: 2.03
Charge: -1

Each line ends with the Löwdin spin population.
CARTESIAN COORDINATES (ANGSTROEM)
C  0.546  -1.176  1.898  0.04
C  0.373  -0.062  2.736  0.06
C  -0.968  0.446  2.586  0.02
H  1.078  0.270  3.503  0.00
C  -1.595  -0.384  1.535  0.05
C  -0.646  -1.395  1.163  0.03
H  -2.657  -0.548  1.422  0.00
C  2.581  0.387  -0.725  0.17
C  3.149  1.168  0.347  0.15
C  2.195  2.092  0.791  0.05
H  4.180  1.069  0.691  0.01
C  0.991  1.909  -0.027  0.23
C  1.281  0.845  -0.980  0.00
H  -1.460  1.154  3.254  0.00
H  -0.809  -2.209  0.465  0.00
H  1.439  -1.773  1.821  0.00
H  0.539  0.493  -1.696  0.00
H  2.247  2.791  1.633  0.00
H  3.102  -0.372  -1.278  0.01
Ni  -0.646  1.506  1.057  1.00
C  -0.050  2.966  -0.339  0.05
C  0.309  3.571  -1.719  0.04
C  0.149  4.132  0.650  0.00
H  1.324  3.959  -1.630  0.00
H  -0.373  4.399  -1.962  0.00
H  0.301  2.843  -2.529  0.00
H  1.168  4.501  0.495  0.00
H  0.052  3.827  1.703  0.00
H  -0.559  4.944  0.465  0.00
C  -1.482  2.292  -0.446  0.05
C  -2.597  3.311  -0.434  0.01
H  -1.959  1.751  0.487  0.01
H  -1.557  1.574  -1.299  0.00
O  -2.313  4.486  -0.230  0.01
N  -3.860  2.787  -0.393  0.00
C  -4.253  1.648  0.409  0.00
H  -4.584  3.364  -0.788  0.00
C  -4.088  1.853  1.908  0.00
C  -4.438  0.802  2.765  0.00
H  -4.885  -0.097  2.333  0.00
C  -4.188  0.885  4.141  0.00
H  -4.447  0.033  4.781  0.00
C  -3.624  2.047  4.682  0.00
H  -3.429  2.114  5.758  0.00
C  -3.357  3.139  3.851  0.00
H  -2.958  4.075  4.262  0.00
C  -3.608  3.049  2.468  0.00
H  -3.406  3.923  1.845  0.00
H  -3.642  0.772  0.098  0.00
H  -5.296  1.392  0.170  0.00
C  4.708  -6.561  -4.701  0.00
C  3.906  -5.683  -3.779  0.00
C  4.541  -4.674  -3.038  0.00
C  3.824  -3.854  -2.174  0.00
C  2.438  -4.011  -2.047  0.00
C  1.790  -5.014  -2.778  0.00
C  2.516  -5.830  -3.638  0.00
S  1.509  -2.943  -0.933  0.00
O  0.501  -3.841  -0.392  0.00
O  2.568  -2.531  -0.003  0.01
O  0.979  -1.861  -1.762  0.00
H  5.217  -5.966  -5.467  0.00
H  5.485  -7.116  -4.161  0.00
H  4.065  -7.286  -5.205  0.00
H  5.621  -4.538  -3.151  0.00
H  4.337  -3.093  -1.586  0.00
H  0.713  -5.151  -2.657  0.00
H  2.008  -6.604  -4.226  0.00


Going by the energies, version 2 is most stable and the next is 0.706 eV up.


Version 1
ORCA calculation (ωB97M-V with the def2-TZVPD basis set) on the molecule C3H5FN2.

Output
E_LUMO (eV): 0.867
SMILES string: CN(F)CC#N
Charge: 0

Each line ends with the natural charge from an NBO analysis.
CARTESIAN COORDINATES (ANGSTROEM)
C  -1.671  -0.366  -0.064  0.24
C  1.148  -0.122  0.891  -0.46
C  -0.659  -0.114  -1.034  -0.39
N  -2.408  -0.676  0.745  -0.29
N  0.793  0.492  -0.377  0.02
F  0.463  1.825  -0.132  -0.27
H  2.047  0.383  0.955  0.23
H  0.373  0.094  1.695  0.20
H  1.203  -1.145  0.754  0.21
H  -0.229  -0.878  -1.601  0.25
H  -1.061  0.506  -1.830  0.25


Version 2
ORCA calculation (ωB97M-V with the def2-TZVPD basis set) on the molecule C3H5FN2.

Output
E_LUMO (alpha / beta) (eV): 0.398 / 0.398
Charge: 0

Each line ends with the natural charge from an NBO analysis.
CARTESIAN COORDINATES (ANGSTROEM)
C  -0.959  -0.233  -0.436  -0.17
C  -0.964  0.168  0.830  -0.12
C  0.418  -0.485  -0.996  -0.31
N  1.387  -0.299  0.039  -0.44
N  0.232  0.189  1.515  0.09
F  0.629  1.482  1.891  -0.26
H  -1.838  -0.429  -1.021  0.22
H  -1.848  0.408  1.403  0.23
H  0.470  -1.540  -1.311  0.21
H  0.583  0.157  -1.875  0.20
H  1.891  0.583  -0.039  0.35


Version 3
ORCA calculation (ωB97M-V with the def2-TZVPD basis set) on the molecule C3H5FN2.

Output
E_LUMO (eV): 0.563
SMILES string: [H]/N=N/CC(=C)F
Charge: 0

Each line ends with the natural charge from an NBO analysis.
CARTESIAN COORDINATES (ANGSTROEM)
C  1.773  -0.872  1.043  -0.48
C  1.040  -0.756  -0.059  0.40
C  -0.356  -1.241  -0.253  -0.37
N  -2.444  -0.436  -0.269  -0.32
N  -1.284  -0.184  -0.578  -0.11
F  1.615  -0.118  -1.126  -0.34
H  2.746  -0.311  1.363  0.24
H  1.249  -1.413  1.863  0.21
H  -0.334  -1.948  -1.157  0.23
H  -0.537  -1.921  0.628  0.23
H  -3.011  0.405  -0.293  0.32


Version 4
ORCA calculation (ωB97M-V with the def2-TZVPD basis set) on a structure of composition C3H5FN2.

Output
E_LUMO (eV): 0.188
Charge: 0

Each line ends with the natural charge from an NBO analysis.
CARTESIAN COORDINATES (ANGSTROEM)
C  1.453  -0.443  0.240  0.15
C  0.940  0.809  0.122  -0.16
C  -1.343  -0.138  0.023  0.28
H  1.046  -1.509  0.913  0.27
H  1.735  1.609  -0.406  0.25
H  -1.265  1.893  -0.298  0.40
H  -2.438  0.291  -0.558  0.15
H  -1.620  -1.829  -0.280  0.35
N  -0.472  1.000  0.301  -0.63
N  -0.855  -1.325  0.039  -0.70
F  2.820  -0.358  -0.095  -0.38


Going by the energies, version 3 is most stable and the next is 0.996 eV up.